ORCA calculation (the ωB97M-V functional and the def2-TZVPD basis) on an isolated molecule of C33H47ClNO5PS at a distorted geometry.

Computed properties:
* lowest unoccupied orbital energy: -1.57 eV
* HOMO level: -8.3 eV
* structure (SMILES): CCCCCCCCCCc1cc2c(cc1CC)C(=O)c1c(cc(CCCCS(=O)(=O)Cl)c([PH2]=N)c1COCC)C2=O
* charge: 0

XYZ file:
```
89
Properties=species:S:1:pos:R:3:mulliken_charge:R:1
C 7.245 -2.836 -0.538 -0.92
C 6.880 -1.275 -0.893 -0.41
C 5.868 -0.550 0.187 -0.48
C 5.979 1.110 0.028 -0.60
C 4.900 1.920 0.965 -0.58
C 3.430 2.160 0.257 -0.56
C 3.281 3.675 -0.434 -0.53
C 1.895 3.730 -1.369 0.03
C 0.983 5.061 -1.079 -0.64
C -0.257 5.269 -2.182 -0.53
C -0.961 3.762 -2.303 0.35
C -1.780 3.275 -0.930 -0.56
C -2.442 1.770 -0.998 0.26
C -2.329 0.766 -2.332 0.24
C -1.531 1.273 -3.676 -0.90
C -0.859 2.783 -3.614 0.67
C -0.012 3.260 -4.965 -0.44
C -0.671 4.555 -5.728 -0.86
C -3.026 -0.748 -2.193 -0.03
O -3.746 -1.291 -3.179 -0.54
C -2.770 -1.473 -0.707 0.15
C -2.893 -0.468 0.624 0.19
C -2.653 -0.949 2.174 -0.01
C -2.252 -2.552 2.389 0.43
C -1.973 -3.012 3.955 -0.60
C -0.995 -1.822 4.607 -0.74
C -1.871 -0.816 5.613 -0.60
C -1.529 0.788 5.356 -0.62
S -3.040 1.893 5.493 1.04
O -3.383 2.309 6.974 -0.57
O -2.816 3.238 4.710 -0.56
Cl -4.798 1.057 4.717 -0.15
C -2.121 -3.534 1.083 0.17
P -1.592 -5.384 1.371 0.18
N 0.007 -5.420 0.962 -0.71
C -2.376 -3.050 -0.498 0.16
C -2.214 -4.042 -1.802 -0.83
O -3.053 -5.249 -1.766 -0.34
C -4.432 -4.989 -2.208 -0.30
C -5.452 -4.847 -0.895 -0.68
C -3.247 1.140 0.326 -0.11
O -4.121 1.857 1.049 -0.51
H 6.414 -3.603 -0.873 0.26
H 8.236 -3.091 -1.145 0.28
H 7.515 -3.008 0.594 0.26
H 6.418 -1.241 -1.984 0.24
H 7.913 -0.693 -0.965 0.27
H 4.775 -0.939 -0.021 0.22
H 6.186 -0.926 1.255 0.29
H 5.952 1.425 -1.111 0.25
H 7.067 1.373 0.442 0.32
H 5.377 2.967 1.210 0.31
H 4.835 1.323 1.993 0.32
H 2.631 2.053 1.132 0.18
H 3.192 1.292 -0.509 0.34
H 4.168 3.751 -1.200 0.20
H 3.262 4.519 0.378 0.33
H 2.208 3.780 -2.513 -0.06
H 1.347 2.703 -1.148 0.18
H 1.595 6.057 -0.933 0.39
H 0.423 4.879 -0.041 0.21
H 0.213 5.598 -3.215 0.14
H -1.041 6.034 -1.753 0.32
H -1.880 3.947 0.038 0.33
H -1.436 0.559 -4.608 0.23
H 0.118 2.310 -5.676 0.35
H 1.091 3.482 -4.566 0.08
H -1.677 4.808 -5.178 0.27
H 0.135 5.432 -5.647 0.24
H -0.833 4.222 -6.862 0.29
H -2.756 -0.168 3.041 -0.18
H -1.272 -3.974 3.893 0.29
H -2.951 -3.190 4.575 0.28
H -0.170 -2.306 5.321 0.36
H -0.393 -1.233 3.786 0.40
H -1.644 -1.046 6.740 0.43
H -2.997 -1.042 5.367 0.29
H -0.970 0.939 4.329 0.36
H -0.771 1.144 6.203 0.41
H -2.254 -6.306 0.484 0.11
H -1.667 -5.788 2.751 0.15
H 0.159 -6.064 0.155 0.22
H -2.418 -3.511 -2.831 0.35
H -1.061 -4.354 -1.828 0.34
H -4.557 -4.087 -2.944 0.24
H -4.802 -5.975 -2.767 0.28
H -5.342 -5.856 -0.302 0.21
H -5.008 -3.967 -0.249 0.12
H -6.554 -4.669 -1.254 0.33
```